[1]
23
Properties=species:S:1:pos:R:3:forces:R:3:nbo_charge:R:1 method="wB97M-V/def2-TZVPD" e_above_lowest_kcal_mol=89.70 charge=+1 multiplicity=1
C 1.9480 1.2816 0.3437 -1.326 2.135 -2.426 0.06
N 2.7237 0.4356 -0.3086 -0.140 0.237 1.602 -0.42
C 2.5667 -0.8312 -0.1135 -0.619 1.716 -1.308 0.31
N 1.2821 -1.2169 0.2829 0.895 -1.781 -0.562 -0.42
N 0.4390 -0.2136 0.6715 0.607 1.295 0.771 -0.36
C -0.9034 -0.0587 -0.0505 0.434 -0.560 0.694 0.15
C -1.2329 1.4227 0.1338 -2.118 -1.110 -1.300 -0.62
C -0.6991 -0.2274 -1.5548 -2.535 -4.486 2.147 -0.61
C -1.8593 -1.1163 0.6761 2.974 3.804 -1.380 -0.61
H 2.0067 1.4917 1.3683 0.434 -0.483 1.586 0.20
H 1.5668 2.2704 -0.1558 0.677 -2.194 0.319 0.23
H 3.4394 -1.3813 -0.4639 -0.898 -1.215 0.339 0.26
H 0.8107 -1.9633 -0.2430 0.710 0.129 0.467 0.42
H 0.3654 -0.2609 1.7108 -0.298 0.311 -1.134 0.41
H -2.2963 1.5854 -0.1292 0.543 -0.011 -0.271 0.25
H -1.2161 1.6720 1.1199 0.223 0.776 3.094 0.21
H -0.6118 2.1248 -0.3977 0.210 -0.146 -0.440 0.22
H -0.0581 -1.1031 -1.7593 -0.533 0.488 -0.539 0.20
H -0.3529 0.6352 -1.8947 1.902 3.434 -1.952 0.21
H -1.7412 -0.3654 -1.9347 1.009 -0.154 -0.146 0.25
H -1.4842 -2.0419 0.7459 2.086 -3.621 -0.531 0.21
H -1.9272 -0.8975 1.6711 -0.559 1.318 2.733 0.21
H -2.7663 -1.2419 0.2817 -3.677 0.117 -1.763 0.23

[2]
145
Properties=species:S:1:pos:R:3:forces:R:3:lowdin_charge:R:1 method="wB97M-V/def2-TZVPD" total_energy_ev=-190815.17973 smiles=COCCNCCOC.COCCNCCOC.COCCNCCOC.COCCNCCOC.COCCNCCOC.ClCCl.ClCCl.ClCCl.ClCCl.ClCCl charge=0 multiplicity=1
C 11.6365 11.7840 25.2447 -2.151 1.016 2.050 -0.10
O 10.7293 12.4457 24.4097 -0.258 0.082 -0.747 -0.22
C 9.6432 11.6587 24.0137 -0.606 -1.005 -0.570 -0.25
C 8.4909 12.4866 23.4548 0.061 -0.914 -0.997 -0.20
N 7.3749 11.5811 23.1141 -0.800 1.045 1.402 -0.03
C 6.1125 12.3407 22.9533 1.465 0.415 2.057 -0.19
C 6.0897 13.1084 21.6970 1.540 0.863 -0.948 -0.23
O 6.4339 12.2178 20.6174 -1.124 0.743 0.529 -0.22
C 6.0165 12.8141 19.4063 1.545 -0.995 -1.652 -0.11
H 12.4410 12.4678 25.3021 0.957 0.495 0.788 0.06
H 11.9988 10.8803 24.8936 0.586 -1.984 -1.186 0.06
H 11.1299 11.5535 26.2569 0.936 0.535 -1.175 0.13
H 9.2765 11.0715 24.8578 -0.236 0.140 0.313 0.12
H 9.8958 10.8709 23.2585 0.276 0.629 0.317 0.10
H 8.7677 13.0856 22.5784 0.561 -0.002 0.085 0.08
H 8.1580 13.2015 24.1675 -0.352 0.505 0.897 0.11
H 7.5384 11.0838 22.2755 0.444 -0.614 -0.954 0.04
H 6.0465 12.9450 23.9076 -0.182 -0.135 -1.301 0.14
H 5.2582 11.7404 22.9479 -1.135 -1.625 0.189 0.09
H 6.8400 13.9146 21.7569 0.015 0.016 -0.265 0.12
H 5.1699 13.5867 21.4280 -0.901 0.200 0.332 0.11
H 4.9944 13.2100 19.3517 0.064 -0.232 0.442 0.09
H 6.1452 12.0059 18.6297 -0.294 0.862 0.615 0.10
H 6.7289 13.6159 19.1340 -0.414 -0.053 0.008 0.08
C 8.3048 10.0654 16.5312 1.918 -0.709 -1.782 -0.11
O 9.1513 11.2305 16.5415 -1.257 -1.030 0.436 -0.23
C 8.6095 12.2660 15.7074 1.089 -1.213 -0.081 -0.20
C 9.5876 13.4151 15.9045 0.864 0.545 -2.195 -0.21
N 10.9990 13.0642 16.0612 -0.736 -0.621 1.761 -0.10
C 11.6889 12.6855 14.8777 1.068 0.478 -0.271 -0.24
C 13.0597 12.1825 15.3161 1.419 -0.644 -0.159 -0.20
O 13.0211 10.9685 16.0940 0.144 1.260 0.856 -0.22
C 12.5908 9.8140 15.4197 0.936 0.289 -0.036 -0.11
H 8.1866 9.7227 15.4627 0.161 0.167 0.813 0.10
H 7.3411 10.2464 16.8828 -1.737 0.678 0.828 0.05
H 8.7132 9.2146 17.1134 0.217 0.862 -0.267 0.08
H 7.6083 12.5615 16.0601 0.114 -0.152 -0.382 0.11
H 8.6149 11.8395 14.6569 -0.350 0.724 0.865 0.13
H 9.2993 14.0018 16.7412 -0.418 0.553 0.721 0.05
H 9.5659 14.0606 14.9731 -0.252 -0.360 1.068 0.14
H 11.1271 12.3131 16.7779 -0.375 0.817 -0.875 0.11
H 11.9194 13.6141 14.3024 -0.571 -0.785 -0.148 0.11
H 11.1472 11.9407 14.2682 0.237 0.250 -0.145 0.12
H 13.5620 13.0067 15.9951 -0.860 -1.857 -1.455 0.12
H 13.6956 11.8999 14.4051 -0.556 0.950 0.959 0.14
H 13.3633 9.5272 14.6555 -0.650 -0.113 0.541 0.10
H 11.6667 10.0598 14.9320 -0.699 -0.492 -0.406 0.06
H 12.4527 9.0500 16.2054 0.080 0.193 -0.658 0.10
C 10.0755 20.1773 18.6549 1.402 -1.017 0.961 -0.03
O 10.8262 19.1984 19.5045 -1.202 1.176 -1.341 -0.24
C 10.7224 19.5124 20.8783 -0.688 0.114 0.271 -0.23
C 11.7686 20.5263 21.3677 0.326 -1.132 -3.091 -0.25
N 11.7574 20.5104 22.7427 -0.526 0.232 2.543 -0.07
C 12.4724 19.3783 23.3165 -0.300 0.017 -0.359 -0.20
C 12.8339 19.6543 24.7693 -0.456 -1.233 -0.095 -0.23
O 13.7720 20.6912 24.8335 -0.046 0.413 -0.915 -0.19
C 14.6317 20.6951 25.9196 0.037 -0.746 1.625 -0.13
H 10.6041 21.1382 18.6624 -0.176 -0.110 0.035 0.08
H 9.0583 20.2806 19.0341 0.027 0.027 -0.097 0.07
H 10.0916 19.7730 17.6419 -0.115 0.002 0.162 0.08
H 10.8428 18.5626 21.4267 0.067 0.265 -0.252 0.09
H 9.6855 19.8712 21.1227 0.908 -0.218 -0.194 0.11
H 11.5656 21.5053 20.9093 0.068 -0.118 0.406 0.13
H 12.7762 20.1713 21.0130 -0.554 0.336 -0.360 0.13
H 12.1203 21.3622 23.0967 0.440 0.701 0.586 0.10
H 13.3895 19.1870 22.7174 -0.100 -0.024 0.398 0.13
H 11.8244 18.4834 23.1724 0.635 0.376 0.646 0.08
H 13.1612 18.6946 25.1977 0.525 0.248 0.002 0.12
H 11.9535 19.9110 25.3574 -0.321 0.214 -0.025 0.11
H 14.0975 20.4473 26.8811 0.133 0.918 -0.590 0.10
H 15.1701 21.6626 25.9512 -0.408 -0.641 0.111 0.10
H 15.3323 19.8515 25.8999 0.375 0.162 -0.512 0.08
C 5.6420 15.1445 15.8206 -0.223 0.218 -0.772 -0.14
O 6.4896 15.2894 16.9317 -0.052 1.258 0.172 -0.23
C 6.4090 16.6330 17.4858 0.654 -1.902 0.357 -0.20
C 7.4950 16.7527 18.5482 -1.046 0.734 0.227 -0.19
N 7.3644 18.1159 19.1354 0.742 -0.266 -0.722 -0.04
C 6.2950 18.3362 20.1030 0.665 0.453 0.542 -0.19
C 6.3042 19.7705 20.6643 0.724 -0.901 -0.251 -0.20
O 7.4719 19.9506 21.4687 -0.875 0.370 -0.385 -0.25
C 7.4796 21.2589 22.0010 1.266 0.440 0.485 -0.13
H 5.6891 14.0822 15.5663 -0.151 0.134 -0.164 0.07
H 6.0065 15.7418 14.9037 -0.640 -0.631 1.337 0.11
H 4.5703 15.3959 16.0823 0.998 -0.049 -0.397 0.10
H 5.4090 16.7504 17.8986 -0.155 0.231 0.083 0.11
H 6.6092 17.3793 16.7477 -0.076 0.497 -0.792 0.11
H 8.4782 16.6317 18.0495 -0.458 0.128 0.498 0.12
H 7.3406 15.9724 19.3093 0.282 -0.018 -0.140 0.09
H 8.2754 18.3343 19.5294 -0.331 0.169 0.298 0.07
H 6.4255 17.6876 20.9589 -0.059 -0.435 0.550 0.09
H 5.3146 18.1123 19.6998 -0.121 0.087 -0.393 0.11
H 5.4342 19.9652 21.2806 -0.429 -0.112 0.118 0.12
H 6.3494 20.5057 19.8722 -0.196 0.228 -0.514 0.12
H 7.5347 22.0910 21.2396 -0.046 -0.944 0.367 0.10
H 8.4340 21.2544 22.5844 -0.840 0.539 -0.190 0.09
H 6.6080 21.4807 22.6540 0.393 -0.331 -0.236 0.09
C 12.2738 15.6096 10.9651 0.432 -1.368 0.518 -0.10
O 12.5559 15.1552 12.2708 -0.481 1.000 1.032 -0.22
C 13.9412 14.9584 12.5310 -0.761 -2.204 -0.643 -0.22
C 14.2639 15.2439 13.9810 -0.221 -0.105 0.183 -0.21
N 14.0538 16.6322 14.4008 -0.606 0.251 1.465 -0.03
C 12.7667 16.8554 15.1236 -0.067 -1.156 -0.122 -0.20
C 12.8839 18.1373 15.9242 -1.393 0.408 -1.748 -0.27
O 13.8583 17.9831 16.8778 1.378 0.482 1.161 -0.24
C 14.4479 19.2115 17.3027 0.318 0.608 0.517 -0.10
H 11.2174 15.8324 10.8267 0.129 0.265 0.326 0.09
H 12.5221 14.7669 10.3425 -0.007 -0.284 -1.034 0.08
H 12.9561 16.3983 10.7464 0.106 1.064 -0.516 0.08
H 14.5762 15.4446 11.8108 0.214 0.893 -0.178 0.11
H 14.0823 13.8524 12.2746 0.373 0.992 0.739 0.14
H 15.3135 14.9973 14.1515 -0.056 -0.207 0.013 0.11
H 13.6227 14.5534 14.5648 0.524 0.339 -0.021 0.07
H 14.7015 16.8831 15.1674 0.162 -0.511 -0.942 0.10
H 12.4707 16.0224 15.8362 0.666 0.470 -0.449 0.11
H 11.9340 16.8301 14.4148 0.090 0.551 -0.035 0.11
H 11.9035 18.3335 16.3865 0.104 0.269 -0.037 0.12
H 13.1417 18.9544 15.2007 -0.216 -0.341 0.591 0.14
H 14.9297 19.7315 16.4293 -0.920 -0.098 0.574 0.10
H 15.3242 18.9867 17.9467 -0.787 -0.207 -0.108 0.08
H 13.7213 19.8849 17.9123 1.044 -1.051 -1.245 0.11
Cl 16.1235 14.1339 17.1426 -0.420 0.385 0.350 0.50
C 14.5795 14.6340 17.9473 -0.506 -1.083 -1.586 -1.08
Cl 14.7224 15.7630 19.2079 0.560 0.748 1.193 0.60
H 13.9413 15.1171 17.2084 0.249 -0.228 -0.230 -0.02
H 14.1016 13.7049 18.2651 0.178 0.262 0.206 0.02
Cl 11.5750 15.8355 24.4681 0.016 0.365 0.285 0.55
C 12.4989 14.6876 23.5368 1.225 0.192 -0.276 -0.98
Cl 13.7480 15.4576 22.4296 -0.778 -0.213 0.607 0.47
H 13.1016 14.0521 24.2026 -0.576 0.270 -0.399 0.02
H 11.7924 14.1785 22.9130 0.014 -0.489 -0.229 -0.03
Cl 8.9886 10.0134 20.0478 0.525 1.161 0.079 0.53
C 9.6661 11.7002 20.1815 -0.732 0.628 0.294 -0.95
Cl 11.2591 11.7506 20.9806 -0.405 -0.104 0.085 0.55
H 9.8703 12.1466 19.2115 -0.380 -0.539 -0.230 -0.02
H 8.9016 12.3542 20.7065 1.074 -1.103 -0.437 0.02
Cl 11.1616 14.7423 18.5770 0.027 0.761 0.160 0.61
C 11.0989 16.0881 19.7483 -0.907 0.129 -0.142 -0.90
Cl 9.8781 15.6752 21.0678 0.988 0.481 -0.678 0.50
H 12.0927 16.2317 20.1267 0.257 -0.363 0.722 -0.04
H 10.8242 17.0633 19.2950 -0.303 -0.919 0.072 0.02
Cl 9.4661 18.0497 26.0870 -0.605 0.479 -1.123 0.48
C 8.8008 18.4992 24.4449 0.260 -2.049 0.582 -0.94
Cl 7.5961 17.3345 23.8363 0.104 0.164 0.387 0.51
H 8.3933 19.4553 24.4110 -0.850 1.512 0.564 0.00
H 9.5880 18.4624 23.7446 1.100 -0.142 -0.504 -0.03